Arrangement a

2 unconnected molecules or ions with the total composition C4H10NOP, computed with the ωB97M-V functional and the def2-TZVPD basis.

Properties
Frontier orbital gap ... 0.32864 hartree
HOMO energy ... -8.04 eV
E_LUMO ... 0.90 eV
SMILES ... C=PN(C)C.C=O

```
! RIJCOSX wB97M-V def2-TZVPD def2/J DEFGRID3
* xyz 0 1
P -0.2022 -1.5283 0.5882
O 2.2373 0.1561 0.6780
N -0.8065 0.0159 0.2504
C 2.4950 -0.3298 -0.3760
C -0.8370 0.9201 1.3927
C 0.0655 -2.2768 -0.8698
C -1.3382 0.5120 -1.0183
H -0.2733 -1.9054 -1.9206
H 3.5153 -0.3085 -0.7455
H -0.1638 1.7573 1.3716
H -0.6854 0.5879 -1.8759
H -1.9291 1.2169 1.4295
H 0.4741 -3.3274 -0.9000
H -2.2718 -0.0887 -1.3723
H -1.8771 1.4048 -0.6441
H 1.8222 -0.9496 -1.0091
H -0.6182 0.2854 2.3381
*
```


Arrangement b

2 unconnected molecules or ions with the total composition C4H10NOP, computed with the ωB97M-V functional and the def2-TZVPD basis.

Properties
Frontier orbital gap ... 0.34595 hartree
HOMO energy ... -9.37 eV
E_LUMO ... 0.04 eV
SMILES ... CN(C)C=O.C=P

```
! RIJCOSX wB97M-V def2-TZVPD def2/J DEFGRID3
* xyz 0 1
P 3.1497 0.1689 0.1687
O -1.2935 -1.9925 -0.5657
N -1.3324 0.2371 -0.0474
C -0.6388 1.4226 0.3737
C 3.2815 -1.4870 0.0546
C -0.7757 -0.9568 -0.2333
C -2.7798 0.5246 -0.0837
H -1.2444 2.1859 0.9642
H 2.5919 -2.0941 0.6329
H 0.2131 0.9732 1.0465
H 3.9101 -2.0851 -0.5434
H -0.2191 2.0572 -0.4367
H 0.3968 -1.0127 -0.2141
H 4.2660 0.3745 -0.9028
H -3.4291 -0.1615 -0.6891
H -3.0595 1.5475 -0.3924
H -3.0369 0.2982 0.8680
*
```


Calculated relative energies: arrangement a 0.089; arrangement b 0.000, given in eV


Arrangement a

A molecular structure, C4H12N2, computed with the ωB97M-V functional and the def2-TZVPD basis.

Properties
Frontier orbital gap (spin up / spin down) ... 0.27394 / 0.17005 hartree
HOMO energy (spin up / spin down) ... -13.04 / -13.04 eV
E_LUMO (spin up / spin down) ... -5.59 / -8.41 eV

```
! RIJCOSX wB97M-V def2-TZVPD def2/J DEFGRID3
* xyz 1 2
N -1.0867 -0.2903 -1.1066
N -4.0281 0.2469 0.3126
C 1.9958 0.3430 -0.4129
C 0.7974 0.8493 0.2436
C -0.4113 0.2046 0.0717
C 2.7486 -0.7231 0.4609
H 3.6364 -1.0798 -0.0633
H 1.7293 -0.0901 -1.3876
H -3.7153 0.3656 1.2680
H -3.2500 -0.1798 -0.1858
H 2.0014 -1.4533 0.7601
H 2.7171 1.1200 -0.6887
H 3.1059 -0.2102 1.3542
H -4.8047 -0.3973 0.2511
H -1.2050 0.2464 0.8290
H 0.8494 1.5402 1.0811
H -0.1805 -0.8326 -0.8736
H -0.8996 0.3404 -1.9137
*
```


Arrangement b

2 unconnected molecules or ions with the total composition C4H12N2, computed with the ωB97M-V functional and the def2-TZVPD basis.

Properties
Frontier orbital gap (spin up / spin down) ... 0.40579 / 0.15959 hartree
HOMO energy (spin up / spin down) ... -14.09 / -12.99 eV
E_LUMO (spin up / spin down) ... -3.04 / -8.65 eV

```
! RIJCOSX wB97M-V def2-TZVPD def2/J DEFGRID3
* xyz 1 2
N -2.0151 -0.3049 -0.3332
N 1.2787 -0.6602 -1.3259
C -1.8549 1.1242 -0.1182
C 2.3411 0.7067 0.4609
C 1.5473 -0.5300 0.0691
C -2.4424 -1.1669 0.4523
H -2.4816 1.4078 0.7339
H 0.5862 -0.5396 0.6205
H 2.0315 -1.4203 0.4624
H 1.7398 1.5982 0.3228
H -3.0816 -0.9244 1.3074
H 0.8423 -1.5435 -1.5821
H 0.7463 0.1153 -1.7265
H -0.8050 1.2364 0.1492
H -2.2610 -2.2179 0.2218
H 3.2167 0.7959 -0.1775
H -2.0697 1.6753 -1.0278
H 2.6814 0.6479 1.4908
*
```


Calculated relative energies: arrangement a 1.530; arrangement b 0.000, given in eV


Arrangement a

A single C7H14N2O3 molecule, computed with the ωB97M-V functional and the def2-TZVPD basis.

Properties
Frontier orbital gap ... 0.37215 hartree
HOMO energy ... -9.35 eV
E_LUMO ... 0.78 eV
SMILES ... CCOCN1COCN(C)C1=O

```
! RIJCOSX wB97M-V def2-TZVPD def2/J DEFGRID3
* xyz 0 1
O -0.3329 1.5336 -1.0398
O -2.0484 -1.9055 -0.1215
O 2.2104 -0.7643 -0.5493
N -0.1732 -0.7123 -0.7390
N -2.1719 0.3899 -0.1671
C -2.9165 1.6675 0.0649
C 3.5966 0.4142 0.9223
C 2.3358 0.4889 0.1046
C -0.9010 0.4933 -0.6830
C -0.5986 -1.8006 -0.0522
C 1.1479 -0.6769 -1.3990
C -2.5463 -0.7935 0.6223
H -1.9864 -0.7810 1.6557
H -2.0098 2.5098 -0.0872
H -3.6640 -0.9020 0.8724
H -3.8879 1.8117 -0.5717
H -0.2429 -2.6786 -0.7050
H 3.8407 1.3876 1.3372
H 2.3885 1.3549 -0.6224
H 1.2442 -1.5606 -2.0073
H -0.3392 -1.8274 1.0671
H -3.1876 1.6970 1.1340
H 4.3970 -0.1355 0.3480
H 1.1286 0.3293 -1.9669
H 1.4689 0.7050 0.7672
H 3.2478 -0.2444 1.8158
*
```


Arrangement b

A single C7H14N2O3 molecule, computed with the ωB97M-V functional and the def2-TZVPD basis.

Properties
Frontier orbital gap ... 0.33534 hartree
HOMO energy ... -8.74 eV
E_LUMO ... 0.38 eV
SMILES ... CC(C)[C@H](N)C(=O)NCC(=O)O

```
! RIJCOSX wB97M-V def2-TZVPD def2/J DEFGRID3
* xyz 0 1
O 0.7588 2.0865 -0.6906
O -2.1354 -1.3607 -0.0169
O -4.2003 -0.5554 0.3265
N -1.4741 1.4310 -0.6769
N 0.1879 -0.9154 -1.5643
C 0.4338 -0.1912 -0.2641
C -0.0897 1.2018 -0.5413
C 1.9619 0.3328 1.5933
C 1.8351 -0.0694 0.1624
C 2.8557 -1.1332 -0.3062
C -2.9073 -0.4262 0.1149
C -2.6488 1.0854 0.2049
H 3.9520 -1.0170 -0.1225
H 2.0073 0.9686 -0.4416
H -0.4844 -1.7544 -1.3407
H -2.7100 1.3335 1.2585
H -4.6400 -1.3571 0.1305
H -3.4029 1.6439 -0.3315
H 1.2221 1.0615 1.9138
H 1.1150 -1.1991 -1.8221
H 2.7482 -1.2809 -1.3562
H -1.4673 2.4114 -1.1186
H 1.8633 -0.4393 2.4400
H 2.6154 -2.0618 0.2690
H -0.3011 -0.6187 0.3534
H 2.9049 0.8235 1.8264
*
```


Calculated relative energies: arrangement a 0.241; arrangement b 0.000, given in eV